Below is a 8-piece molecular cluster, C5H29N2O7S overall in a non-equilibrium geometry, with properties calculated with ωB97M-V/def2-TZVPD.

net charge	+1
2S+1	1
ΔE to the lowest compared entry with this formula, charge and spin	127.8	kcal per mole
gap between HOMO and LUMO	8.519	eV
lowest unoccupied orbital energy	-2.6	eV
maximum force	6.26	eV/A

Each line ends with the natural charge from an NBO analysis.
Cartesian coordinates (Å):
H  0.0934  -2.6617  1.3783  0.523
H  0.2821  -4.1903  -0.2014  0.513
H  0.9107  -1.7732  -1.0115  0.469
H  -1.4855  0.5228  -0.9360  0.281
N  0.9610  1.6979  1.0239  -0.705
H  0.9399  2.1145  4.0849  0.489
H  -1.1318  -3.4303  -2.1707  0.489
C  1.7080  0.8603  0.0880  -0.202
H  1.9261  3.2546  1.9342  0.176
O  0.2610  1.4475  3.8269  -0.950
H  0.0018  -0.8427  0.0341  0.462
C  0.8443  0.4825  -1.3563  -0.082
H  -0.7397  2.6360  2.1601  0.182
O  -0.6493  -3.1410  -1.4252  -0.974
H  -0.9151  4.0510  1.2550  0.233
H  -1.4568  -3.2916  -0.7599  0.510
C  -0.1703  3.5929  1.8955  -0.619
H  -0.6581  1.9063  -0.6400  0.266
O  -0.1444  -1.7752  1.6538  -1.047
O  -2.3885  -1.5027  -0.1277  -0.976
H  0.1871  3.9690  2.8810  0.220
H  1.3015  3.6244  0.2164  0.208
C  1.1063  3.1564  1.1544  -0.211
H  1.7079  -4.0357  0.4485  0.491
H  -2.0203  1.1423  2.6080  0.474
H  1.9883  -0.0870  0.5039  0.215
H  1.4311  0.2803  -2.2269  0.239
H  2.0709  -2.1747  -3.1925  0.492
H  -0.3375  -1.4663  2.5317  0.519
H  -2.3488  -1.7478  0.7447  0.497
H  -1.0480  0.3099  1.6725  0.472
S  -1.0082  1.5774  -3.0134  -0.058
C  -0.5293  1.0596  -1.3587  -0.640
H  -3.2144  -1.0379  -0.2970  0.497
O  -1.9653  0.2600  2.1394  -0.947
O  0.8050  -3.9166  0.6308  -0.972
H  3.2761  -2.5900  -2.2476  0.502
H  -0.5001  -1.1455  -1.3905  0.449
H  -0.6113  1.8010  4.1975  0.482
H  2.4466  1.5544  -0.5708  0.220
H  0.4201  1.3075  1.8091  0.402
H  -0.2842  2.8183  -3.3604  0.163
N  0.3628  -0.8994  -0.9250  -0.769
O  2.3953  -2.1574  -2.2845  -0.978

Cartesian forces (eV/Å) of the 6 atoms listed first:
0.606 -1.072 0.941
1.479 0.637 1.599
0.532 0.982 0.043
2.231 -0.007 -1.167
0.140 -1.507 -1.545
-0.779 -0.731 -0.136


Below is C36H62BrGdGeN8O2S2Si3 as an isolated structure in a non-equilibrium geometry, with properties calculated with ωB97M-V/def2-TZVPD.

net charge	+3
2S+1	7
ΔE to the lowest compared entry with this formula, charge and spin	0.8	kcal per mole
gap between HOMO and LUMO (spin up / spin down)	5.740 / 5.857	eV
lowest unoccupied orbital energy (spin up / spin down)	-8.1 / -8.8	eV
maximum force	3.50	eV/A

Each line ends with the Löwdin spin population.
Cartesian coordinates (Å):
H  -2.3762  4.5980  1.3580  0.000
C  3.2400  3.5612  -4.3695  0.000
H  -3.3946  1.0040  -3.3150  0.000
H  1.0442  2.7231  -5.7544  0.000
C  5.5620  3.0626  -0.1502  0.000
H  -3.2313  -0.2944  3.6109  0.000
C  1.4384  -2.1157  -1.1179  0.009
H  1.2987  4.8775  4.7249  0.000
Br  0.1344  3.9408  -0.1433  -0.002
H  -4.2411  1.6233  -0.0581  0.000
H  -4.8998  -4.8156  -0.3650  0.000
H  -3.2726  -5.3207  -0.1485  0.000
C  3.8832  -1.5056  -0.6126  0.001
H  6.0944  3.2964  3.9927  0.000
H  -6.6896  -1.4333  -0.7701  0.001
Si  -3.6325  -3.1408  1.0808  0.075
H  -2.3606  -2.6759  3.1637  0.000
C  -3.7009  -4.2131  -3.1599  0.033
O  5.0480  5.2117  -5.3121  0.000
C  -2.8069  2.9007  2.5899  0.000
H  1.8609  -2.9989  -1.6715  0.001
H  0.4806  -0.7676  3.0185  0.000
H  -5.6739  -2.6974  -1.4439  0.004
N  0.4710  -1.5686  1.0844  0.035
H  4.4064  1.7703  1.2317  0.000
C  -2.5660  1.5425  2.8361  0.001
H  6.4137  3.2914  0.4771  0.000
H  4.1229  -2.2577  -1.3521  0.000
H  -0.5230  -1.4537  0.8147  0.066
C  5.4801  3.6332  -1.3715  0.000
H  3.2661  3.9063  -5.4093  0.000
H  6.3245  4.2100  -1.6437  0.000
H  -0.0787  -2.3724  2.9781  0.001
H  -3.1916  1.0465  4.7839  0.000
H  5.2238  2.8036  5.5005  0.000
H  -4.4125  -5.5281  1.0723  0.005
C  5.5320  2.5698  4.4953  0.000
C  3.1799  3.0069  3.5549  0.001
H  4.0623  4.5837  4.2776  0.000
C  -0.9352  -4.7932  -1.8261  -0.001
C  2.2082  2.2658  -2.5831  0.000
H  -5.0920  0.6359  -3.5991  0.000
H  -1.1286  -5.0607  -0.7662  0.000
H  0.6323  -1.6877  -1.7398  0.008
C  2.0757  -2.0365  2.9183  0.002
N  3.1872  4.2818  3.9279  0.000
C  1.0906  2.3697  -4.6920  0.000
H  -3.3043  -4.9025  -3.9011  0.005
N  3.3684  2.0649  -0.4934  -0.010
H  1.7223  -3.2481  0.7207  0.000
H  3.5682  -3.1030  0.8591  0.000
C  0.2409  1.1419  -2.8500  0.004
N  4.3140  2.2705  3.6466  0.000
N  5.1424  5.0126  -4.1156  0.000
H  -1.3080  -0.0381  2.1600  0.005
N  1.2098  1.5027  -2.0592  -0.004
C  -2.4372  -3.5739  2.4448  0.001
C  -5.2403  -2.3543  1.7501  0.006
S  1.7115  2.3063  3.0100  0.004
H  2.4179  -3.0517  2.7999  0.000
H  4.5303  -0.6228  -0.7838  0.000
Si  -4.4990  -0.4823  -1.4916  0.060
H  -4.4742  1.0085  3.6245  0.000
H  -1.4911  -3.9296  2.1283  0.000
O  5.8690  5.6123  -3.3549  0.000
H  -0.1685  -2.3762  -3.6523  0.000
Gd  1.4811  0.7823  0.4496  5.042
H  5.1141  -2.2268  0.9926  0.000
Si  -2.1541  -3.4788  -2.4320  0.072
C  -4.9597  0.8348  -0.2126  -0.001
C  -6.0346  -1.6478  -1.5866  0.030
H  2.5542  -0.5340  -1.8095  0.000
C  -4.1512  0.1932  -3.2198  -0.001
N  -0.7509  1.6923  1.2755  -0.003
H  -2.9745  -4.3511  3.0913  0.000
H  2.2151  -1.8183  4.0210  0.000
H  0.1663  -4.5336  -1.8270  0.000
S  3.3058  -0.9714  1.9974  -0.007
H  0.0758  -3.3947  -0.0254  0.006
H  -5.9545  -1.9926  1.0036  0.000
C  2.1729  2.7073  -3.8941  0.000
H  -5.0640  0.4376  0.7929  0.000
H  1.5760  5.2430  2.9367  0.000
H  -1.1001  -3.3380  -4.6542  0.000
C  -1.1836  -2.6199  -3.8185  0.000
H  -3.7613  -0.5403  -3.9351  0.000
C  4.0413  -2.1068  0.7666  0.000
H  -1.7203  -1.7910  -4.2690  0.000
C  4.2662  3.9251  -3.5830  0.000
C  2.0522  5.1886  3.9534  0.000
C  -1.5708  0.9960  2.1112  0.009
H  -4.3322  -4.7580  -2.4614  0.000
H  -5.6923  -3.1949  2.3000  0.001
H  -0.7147  1.2195  -4.7963  0.000
H  2.3623  6.1971  4.3038  0.000
H  -5.1812  -1.5045  2.4308  0.000
Ge  -2.6868  -1.9361  -0.7061  0.481
C  -3.4308  0.7535  3.7765  0.000
C  -1.0251  2.9568  1.0714  0.000
H  6.1173  1.6655  4.4992  0.000
C  4.4311  3.3503  -2.2465  0.000
H  -0.9934  -5.6871  -2.4612  0.000
C  -2.1034  3.6094  1.6423  0.001
H  -0.5536  0.5562  -2.3496  0.010
C  0.6865  -1.6878  2.5056  0.003
N  2.4705  -1.0430  -0.9362  -0.003
H  -5.9135  1.3049  -0.4642  0.000
C  0.1213  1.5550  -4.1942  0.001
H  -6.7057  -1.7202  -2.4761  0.003
C  -4.0809  -4.8074  0.3267  0.029
H  -4.3029  -3.5235  -3.7830  0.000
C  0.8823  -2.6864  0.2648  0.015
C  3.3544  2.5583  -1.7520  0.000
C  4.4668  2.2501  0.2698  0.000
H  -3.6332  3.4054  3.0521  0.000
H  4.0898  1.2958  3.4993  0.000

Cartesian forces (eV/Å) of the 6 atoms listed first:
-0.007 0.615 -0.024
-0.088 -0.207 -0.603
-0.407 -0.231 0.529
0.059 -0.301 1.145
-1.499 -1.213 1.320
-0.261 -0.382 0.236


Below is C36H30BrF10FeN3OS2Sb as an isolated structure in a non-equilibrium geometry, with properties calculated with ωB97M-V/def2-TZVPD.

net charge	-1
2S+1	5
ΔE to the lowest compared entry with this formula, charge and spin	31.9	kcal per mole
gap between HOMO and LUMO (spin up / spin down)	6.591 / 5.853	eV
lowest unoccupied orbital energy (spin up / spin down)	2.0 / 1.0	eV
maximum force	1.64	eV/A

Each line ends with the Löwdin spin population.
Cartesian coordinates (Å):
H  -0.7245  -0.9862  -2.9908  0.000
C  3.9563  -0.7290  2.0787  -0.006
F  3.2678  -7.7997  1.7863  0.000
H  -2.7712  2.9775  0.1181  0.000
C  0.5614  -7.1573  -0.5079  0.000
F  6.4423  -0.7519  4.7561  0.000
H  -3.0737  -1.5514  2.0152  -0.001
C  1.4767  -7.8493  0.2653  0.003
O  1.4096  -0.5715  -1.6465  0.193
C  1.3956  -5.0181  0.3322  0.013
H  -1.5083  3.8080  -3.6508  0.007
H  -2.6508  -4.0570  2.3246  0.000
H  -3.3853  0.6452  0.7610  -0.001
C  5.2517  -0.7603  4.1441  0.000
Sb  -1.1701  -0.8075  0.2319  -0.020
H  -1.1234  2.4535  -0.2299  0.000
C  1.4225  2.1754  -3.9854  0.115
C  1.5233  0.8998  -3.4960  0.003
H  -2.5599  2.3652  2.4395  0.000
C  -2.0170  1.4414  2.2148  -0.001
C  -1.2092  6.8160  -2.0898  0.082
H  -0.9502  1.6517  2.3213  0.000
C  -2.1630  2.1211  -0.1890  0.000
C  5.1802  -0.7300  2.7671  -0.002
H  1.3632  5.1385  -1.0784  0.002
C  -2.3429  -3.4933  1.4375  -0.001
H  -3.0413  -2.7112  -2.9219  0.000
Fe  1.3958  -0.8550  0.2180  1.963
H  -0.2936  -2.5128  2.8694  0.000
H  1.5379  2.1821  2.0140  -0.001
C  1.4476  3.8044  0.5851  0.037
C  2.8352  -0.7562  2.9077  -0.001
F  1.7417  -0.8031  4.9966  0.000
F  4.1783  -0.7965  6.2561  0.000
C  -2.5032  6.9545  -1.6391  -0.011
F  1.6076  -0.7330  2.3007  0.012
H  1.4483  2.3524  -5.0527  0.006
H  1.6328  0.0612  -4.1711  -0.003
C  4.1003  -0.7872  4.9191  0.000
C  -1.2174  -1.9605  3.0494  -0.001
C  -2.1126  -2.0348  1.8145  -0.007
H  -3.3234  -0.6632  -1.4031  0.000
C  -3.0982  4.8577  -2.6843  -0.011
C  2.3705  -7.1360  1.0436  0.000
H  -0.4653  7.5706  -1.8697  0.004
C  0.5375  -5.7780  -0.4782  0.005
H  -3.8498  4.1214  -2.9339  -0.002
C  2.8732  -0.7876  4.2836  0.001
C  -1.7916  4.6887  -3.0890  0.088
H  -1.4174  0.5753  -2.5606  0.001
N  0.4878  5.5640  -3.1855  0.501
C  -2.3652  -1.1526  -1.5999  -0.003
F  -0.3108  -7.8324  -1.2707  0.000
C  1.4011  1.7498  -1.2213  0.037
C  1.3681  4.1073  -0.7567  -0.011
H  -3.1221  -3.6035  0.6861  0.000
C  1.2049  3.2966  -3.1430  0.059
C  -2.5901  -2.6233  -1.9280  0.000
F  6.3217  -0.6932  2.0748  -0.001
N  1.4470  1.4728  0.1032  0.064
C  -3.4443  5.9790  -1.9452  0.097
C  1.3195  3.0805  -1.7062  0.056
H  1.4814  4.5850  1.3318  0.003
H  -1.4236  -3.9390  1.0578  0.000
S  1.1797  -3.3156  0.4828  0.036
C  -0.8142  5.6685  -2.8069  0.032
F  -0.3726  -5.1564  -1.2385  0.001
F  3.2037  -5.1180  1.8525  0.001
S  3.8407  -0.6882  0.3686  -0.035
H  -3.2601  -3.1009  -1.2172  0.000
H  -1.6469  -3.1700  -1.9374  0.000
H  -2.4732  1.8349  -1.1948  0.000
C  -1.6582  -0.4691  -2.7676  0.001
N  0.9342  4.4664  -3.7005  0.562
C  -2.3428  0.9765  0.7994  -0.006
C  2.3305  -5.7550  1.0688  0.004
C  1.4754  2.4623  0.9672  -0.013
F  1.4912  -9.1904  0.2640  0.001
C  1.4468  0.6251  -2.1156  0.127
H  -1.7227  -2.4165  3.9064  0.000
Br  -5.2439  6.1974  -1.3737  0.022
H  -2.3034  0.6956  2.9561  0.000
H  -2.2900  -0.5021  -3.6609  0.000
H  -0.9550  -0.9363  3.3194  0.000
H  -2.7890  7.8167  -1.0523  -0.003

Cartesian forces (eV/Å) of the 6 atoms listed first:
0.022 0.029 -0.022
0.034 0.000 0.590
0.032 -0.029 0.029
-0.003 0.064 -0.049
0.029 0.000 0.028
0.042 -0.006 0.013


Below is C4H11CsNO9S2 as an isolated structure in a non-equilibrium geometry, with properties calculated with ωB97M-V/def2-TZVPD.

net charge	-3
2S+1	1
ΔE to the lowest compared entry with this formula, charge and spin	0.0	kcal per mole
gap between HOMO and LUMO	3.950	eV
lowest unoccupied orbital energy	5.7	eV
maximum force	2.02	eV/A

Each line ends with the Mulliken charge.
Cartesian coordinates (Å):
C  3.9141  1.0015  0.9384  -0.746
O  0.9284  -2.2706  -4.5970  -0.739
O  0.8947  -1.1847  -2.4610  -0.679
H  -1.0226  0.6296  2.6628  0.343
O  1.3856  -3.5209  -2.5704  -0.808
C  -0.2630  0.0749  0.4264  -1.378
H  -0.6122  1.1117  0.4578  0.518
H  -0.7607  -0.9218  3.0852  0.289
Cs  -1.3752  0.5637  -2.6951  1.112
H  4.6421  0.6314  0.2161  0.250
O  -5.2758  1.2055  0.3597  -0.797
O  -5.9508  1.2795  -1.9846  -0.767
H  1.4367  1.7510  1.6228  0.227
H  2.1875  0.5744  2.8088  0.388
C  0.5545  -0.2016  1.6925  0.291
O  -4.4876  -0.4299  -1.2016  -0.763
O  -0.8713  -2.7729  -2.9949  -0.746
H  3.7485  2.0550  0.6645  0.283
O  2.7351  0.2690  0.8767  -0.234
O  -3.6577  1.8033  -1.3294  -0.775
H  4.3682  0.9710  1.9399  0.283
C  1.7658  0.7198  1.8054  -0.830
S  0.5701  -2.4489  -3.1789  0.993
S  -4.8622  0.9884  -1.0509  1.115
H  -1.0670  -0.6520  0.3336  0.365
N  -0.3009  -0.0428  2.8959  -0.802
H  0.3948  0.0242  -0.4482  0.231
H  0.9809  -1.2079  1.7256  0.374

Cartesian forces (eV/Å) of the 6 atoms listed first:
0.122 0.485 -0.172
-0.173 0.072 -0.946
-0.126 1.144 0.392
-0.182 -0.128 0.096
0.325 -0.569 -0.026
1.303 -0.060 0.032